Here is one molecule with the formula C17H18N4O2S in a non-equilibrium geometry from the OMol25 dataset. Energies are from ωB97M-V/def2-TZVPD.

Results
Structure (SMILES) = Cc1cc(NC(=O)CSc2nc(Cc3ccccc3)c(C)[nH]2)no1
Orbital gap = 0.3083 Ha
E = -1426.30765 Eh
HOMO energy = -7.916 eV
Molar mass = 342.42 g/mol
Energy above the lowest of the compared OMol25 structures with the same formula, charge and spin = 150.9 kJ/mol

Element x y z (Å)
1 C 2.317804 -0.750259 -4.362392
2 C 2.063808 0.058884 -3.144993
3 C 0.986792 0.791564 -2.736837
4 C 1.403005 1.317790 -1.486121
5 N 2.621839 0.924841 -1.192989
6 O 3.036477 0.142820 -2.221117
7 N 0.719460 2.141541 -0.621954
8 C -0.571058 2.548862 -0.766389
9 O -1.263703 2.313990 -1.724582
10 C -1.061567 3.457261 0.354879
11 H -2.147761 3.389550 0.405274
12 H -0.770722 4.487141 0.139436
13 S -0.376019 3.080398 1.991404
14 C -0.877698 1.410169 2.058013
15 N -1.412152 0.762933 1.060352
16 C -1.654775 -0.500356 1.521980
17 C -1.244185 -0.608843 2.825313
18 N -0.747829 0.633377 3.160455
19 H -0.359594 0.906752 4.047808
20 C -1.255550 -1.746478 3.777902
21 H -1.375043 -1.390324 4.799720
22 H -0.325017 -2.312406 3.714009
23 H -2.075899 -2.418847 3.540511
24 C -2.229700 -1.548014 0.626502
25 C -1.124156 -2.462019 0.166646
26 C -0.181115 -1.991001 -0.738576
27 C 0.871212 -2.793119 -1.137775
28 C 0.992716 -4.079543 -0.638190
29 C 0.055996 -4.557255 0.261039
30 C -0.994820 -3.750547 0.663889
31 H -1.723246 -4.130425 1.366821
32 H 0.144096 -5.560639 0.652553
33 H 1.815070 -4.706906 -0.949553
34 H 1.602873 -2.416410 -1.837069
35 H -0.282047 -0.986541 -1.122679
36 H -2.680311 -1.044143 -0.229365
37 H -2.996269 -2.115314 1.158337
38 H 1.216177 2.371277 0.230145
39 H 0.046260 0.945071 -3.218293
40 H 3.213620 -1.349160 -4.220677
41 H 2.463076 -0.098937 -5.223278
42 H 1.469104 -1.399462 -4.565487

Cartesian forces, eV/Å:
0.104 0.087 0.098
-0.609 0.418 0.259
0.469 -0.271 -0.088
0.467 -0.522 -0.659
-0.409 0.738 0.991
0.003 -0.442 -0.751
0.557 0.062 0.193
0.013 0.293 0.141
-0.111 -0.015 -0.271
-0.145 -0.193 0.332
0.116 -0.021 -0.157
-0.004 -0.033 0.014
0.098 0.424 0.035
-0.051 0.074 -0.135
0.013 0.395 0.032
-0.089 -0.127 0.639
-0.280 -0.235 -0.242
0.034 0.104 -0.139
-0.047 -0.020 -0.052
0.163 0.042 -0.096
-0.061 -0.075 0.097
0.011 -0.098 0.069
-0.050 -0.073 0.052
0.182 0.004 0.169
-0.101 -0.175 -0.097
-0.038 -0.012 -0.002
0.026 0.052 -0.042
0.072 -0.112 -0.002
0.091 -0.113 0.022
-0.056 0.052 -0.020
-0.096 -0.028 0.069
0.009 -0.076 0.025
0.061 -0.050 -0.023
0.073 0.069 -0.067
0.022 0.113 -0.061
-0.098 -0.036 0.063
-0.045 -0.027 -0.098
-0.182 -0.002 -0.035
-0.172 -0.008 -0.146
0.023 -0.082 -0.053
0.038 -0.020 -0.051
-0.001 -0.059 -0.016